18
Properties=species:S:1:pos:R:3:forces:R:3:lowdin_charge:R:1 method="wB97M-V/def2-TZVPD" homo_energy_ha="-0.4692 / -0.4693" charge=+1 energy_ha=-580.83706 e_above_lowest_ev=3.746 homo_lumo_gap_ev="7.354 / 7.357" lumo_ha="-0.1990 / -0.1989" fmax_ev_per_a=3.65
O -1.638 -1.667 0.218 -1.606 -1.112 -0.207 0.00
N -0.362 0.850 0.060 0.709 3.465 0.908 0.16
N -3.938 0.141 -0.066 0.982 0.015 0.319 0.17
N 0.555 -2.462 -0.035 -1.113 0.148 0.168 0.12
N 1.762 -1.960 -0.042 0.655 0.176 -0.717 0.14
N -0.434 -1.522 0.069 1.569 0.434 0.492 -0.17
C 0.446 1.958 0.070 -0.404 -3.408 -0.583 0.06
C 1.568 -0.642 -0.032 1.718 1.533 1.675 -0.18
C 2.457 0.504 0.033 -3.188 -1.360 -0.682 0.11
C 1.835 1.719 0.015 -1.120 -0.857 0.147 -0.01
C 0.228 -0.337 0.139 -0.306 -1.605 -1.332 -0.17
C -2.984 0.805 -0.031 -1.680 -0.262 -0.143 0.06
H 2.374 2.533 -0.264 1.848 2.400 -0.002 0.09
H 0.369 -3.459 -0.190 -0.157 0.564 0.275 0.21
H -4.281 -0.792 0.110 -0.468 0.218 -0.185 0.11
H 3.470 0.400 -0.098 2.248 -0.134 -0.156 0.11
H 0.034 2.949 -0.011 -0.360 -0.014 0.064 0.15
H -1.461 0.981 0.056 0.673 -0.201 -0.040 0.02


14
Properties=species:S:1:pos:R:3:forces:R:3:lowdin_charge:R:1 method="wB97M-V/def2-TZVPD" homo_energy_ha="-0.5174 / -0.5172" charge=+1 energy_ha=-361.61712 e_above_lowest_ev=7.472 homo_lumo_gap_ev="7.926 / 7.920" lumo_ha="-0.2261 / -0.2262" fmax_ev_per_a=4.13
O -3.536 -3.834 0.959 3.529 -0.465 0.711 0.20
N -2.502 -4.151 1.286 -2.386 0.723 -0.851 0.23
C -0.365 0.803 0.168 -2.398 0.712 -1.473 -0.08
C -0.322 -1.828 1.548 1.615 0.656 -1.216 0.08
C 0.516 -0.199 -0.360 2.736 -1.034 0.951 -0.19
C 0.418 -2.896 0.066 0.750 0.942 0.114 0.24
C 0.209 -1.455 0.287 1.061 -1.701 1.427 -0.17
C -0.758 -2.913 0.839 -3.660 -1.807 -0.627 -0.02
H -0.184 -1.591 2.560 0.081 0.454 1.190 0.14
H 1.598 0.029 -0.113 -0.750 -0.580 -0.025 0.19
H -1.335 0.369 -0.029 -0.935 0.616 -0.310 0.10
H 0.533 -0.344 -1.389 -0.232 0.037 -2.019 0.12
H -0.274 1.727 -0.354 -0.042 0.843 0.011 0.10
H -0.380 0.874 1.200 0.631 0.603 2.118 0.07


14
Properties=species:S:1:pos:R:3:forces:R:3:lowdin_charge:R:1 method="wB97M-V/def2-TZVPD" homo_energy_ha="-0.5601 / -0.5725" charge=+1 energy_ha=-361.67921 e_above_lowest_ev=5.782 homo_lumo_gap_ev="8.575 / 7.700" lumo_ha="-0.2450 / -0.2895" fmax_ev_per_a=3.57
O -1.856 1.319 0.085 0.115 1.118 0.747 0.23
N -2.560 -0.915 -0.398 1.698 0.372 1.306 0.26
C -1.293 -0.855 0.231 -0.525 1.374 0.066 -0.07
C 0.140 -1.285 0.111 -1.485 -1.082 -0.930 0.00
C 1.561 0.922 -0.336 1.441 1.088 1.694 -0.03
C -0.923 0.511 0.553 1.378 -2.574 0.317 -0.07
C 0.574 0.193 0.559 0.948 -0.850 1.541 -0.18
C -2.577 0.361 -0.474 -2.589 -0.088 -2.455 0.05
H 0.909 0.153 1.687 -0.494 0.277 -2.094 0.21
H 0.240 -2.259 0.592 0.826 0.370 1.107 0.14
H 2.510 0.349 -0.459 -0.814 0.429 0.238 0.12
H 1.213 1.226 -1.268 -1.056 -0.403 -1.960 0.06
H 0.263 -1.674 -0.920 0.488 1.107 -0.032 0.16
H 1.798 1.956 0.036 0.068 -1.138 0.454 0.11


14
Properties=species:S:1:pos:R:3:forces:R:3:lowdin_charge:R:1 method="wB97M-V/def2-TZVPD" homo_energy_ha="-0.5389 / -0.5389" charge=+1 energy_ha=-361.78762 e_above_lowest_ev=2.832 homo_lumo_gap_ev="8.416 / 8.415" lumo_ha="-0.2296 / -0.2296" fmax_ev_per_a=3.70
O -1.338 -0.403 -0.173 1.095 0.255 0.499 0.11
N 0.795 -2.279 0.322 -0.493 -0.874 -0.621 0.13
C 0.360 2.101 -0.584 0.251 -3.095 -0.971 0.19
C 1.332 -0.995 0.387 0.508 -0.541 0.343 -0.07
C -0.386 -2.548 -0.086 0.817 -3.550 0.670 -0.07
C -1.401 -1.585 -0.425 -1.149 0.460 -0.506 -0.15
C 0.733 0.132 0.483 -1.413 0.345 0.125 0.09
C 0.411 1.458 0.607 0.267 1.131 0.568 -0.10
H 0.261 1.962 1.603 0.204 -0.689 -1.209 0.16
H 0.456 1.490 -1.555 -0.046 1.314 1.628 0.15
H -2.282 -1.971 -0.909 -0.582 -0.216 -0.378 0.14
H 2.421 -0.909 0.492 -0.135 -0.243 -0.074 0.17
H 0.180 3.108 -0.599 -0.401 2.456 -0.405 0.07
H -0.727 -3.733 -0.169 1.078 3.245 0.330 0.20


17
Properties=species:S:1:pos:R:3:forces:R:3:lowdin_charge:R:1 method="wB97M-V/def2-TZVPD" smiles="N=[S@@](=O)([O-])[C@H]1C=CC=CC1=O" homo_energy_ha="-0.1645 / -0.1645" charge=-1 energy_ha=-910.86181 e_above_lowest_ev=3.504 homo_lumo_gap_ev="7.767 / 7.768" lumo_ha="0.1210 / 0.1210" fmax_ev_per_a=4.24
S -2.014 0.073 -0.201 -0.993 0.516 0.281 0.51
O -2.704 -0.617 0.872 0.038 0.043 -0.173 -0.38
O 1.359 2.438 0.257 -1.392 -1.039 0.307 -0.01
O -1.513 -0.776 -1.262 -0.264 0.352 -0.211 -0.35
N -2.699 1.429 -0.511 1.616 -0.705 -0.287 -0.23
C 0.901 -1.521 0.344 -0.847 0.734 0.469 -0.13
C -0.179 0.619 0.705 -2.432 -0.033 3.471 -0.21
C 1.761 0.400 -0.718 -0.682 -0.902 0.753 -0.03
C 0.949 1.258 0.115 1.815 1.177 -1.212 -0.44
C 1.766 -0.941 -0.621 -0.747 1.073 0.461 -0.07
C -0.026 -0.789 1.039 0.658 -2.721 -0.168 -0.15
H -1.863 1.789 -1.000 -0.699 0.993 -0.502 -0.02
H 0.896 -2.566 0.326 -0.270 -1.533 0.511 0.07
H 2.332 -1.583 -1.259 0.596 -0.186 -0.240 0.09
H 2.444 0.970 -1.217 1.870 1.063 -1.877 0.07
H -0.548 1.227 1.581 -0.053 -0.502 -1.055 0.15
H -0.863 -1.410 1.549 1.785 1.671 -0.530 0.13


20
Properties=species:S:1:pos:R:3:forces:R:3:lowdin_charge:R:1 method="wB97M-V/def2-TZVPD" smiles="O=C([C@@H](O)CO)n1oc([O-])c(O)c1=O" homo_energy_ha=-0.1738 charge=-1 energy_ha=-813.67917 e_above_lowest_ev=0.000 homo_lumo_gap_ev=8.170 lumo_ha=0.1264 fmax_ev_per_a=4.47
O -3.691 -1.469 0.230 0.644 1.472 0.265 -0.03
O -1.525 1.446 0.005 -0.500 -0.067 -0.109 0.06
O -0.655 -2.014 -0.890 -1.133 0.527 0.506 0.05
O 2.852 0.433 -1.319 0.333 -0.551 0.026 -0.05
O 2.451 0.259 1.798 0.163 -0.484 -1.030 -0.05
O -3.674 1.359 0.683 -0.259 -0.009 -0.331 0.07
O 0.934 2.231 -0.687 -0.408 -3.325 -0.105 0.00
N -0.581 0.467 -0.310 1.430 0.311 -0.755 0.05
C -2.506 -0.645 0.080 -2.636 -0.992 -0.216 -0.18
C -1.351 -1.121 -0.466 1.569 1.626 0.174 -0.25
C 0.647 0.988 -0.630 -1.037 1.036 1.105 -0.35
C -2.698 0.783 0.253 1.278 -1.101 0.531 -0.46
C 1.712 -0.158 -0.662 0.351 4.457 0.177 -0.25
C 2.081 -0.647 0.728 3.003 1.269 -0.790 -0.17
H 1.352 -0.929 -1.263 -0.601 -1.587 -0.673 0.11
H 1.453 -1.342 1.127 -2.317 -1.865 0.709 0.08
H -4.372 -0.844 0.593 0.930 -0.619 -0.456 0.09
H 3.001 -1.182 0.453 0.108 -0.021 0.589 0.13
H 2.697 1.372 -1.534 -0.463 -0.459 0.584 0.08
H 1.871 1.015 1.811 -0.454 0.382 -0.201 0.07


13
Properties=species:S:1:pos:R:3:forces:R:3:lowdin_charge:R:1 method="wB97M-V/def2-TZVPD" smiles="C#CC(=O)C(=C)C" homo_energy_ha=-0.3646 charge=0 energy_ha=-307.34159 e_above_lowest_ev=3.316 homo_lumo_gap_ev=9.788 lumo_ha=-0.0049 fmax_ev_per_a=3.38
O 1.164 -1.735 0.452 0.057 1.022 0.018 0.09
C -0.773 1.120 -0.545 0.220 0.012 -0.452 0.07
C 2.704 1.279 0.136 -0.620 -0.625 -0.289 0.17
C -1.616 -1.167 0.286 0.610 -1.724 0.735 -0.07
C 1.840 0.464 -0.070 1.440 0.217 0.963 -0.06
C 0.878 -0.593 0.154 -1.999 -0.280 -1.457 -0.38
C -0.601 -0.123 -0.101 0.902 -0.712 1.365 -0.29
H -1.948 -1.585 -0.667 -0.412 -0.005 0.046 0.07
H -1.707 1.682 -0.638 0.166 -0.598 -0.040 0.08
H 0.122 1.599 -0.944 -0.310 0.344 0.407 0.05
H -2.533 -0.781 0.855 1.565 -0.713 -0.603 0.10
H -1.007 -2.132 0.752 -1.869 2.745 -0.614 0.13
H 3.475 1.973 0.330 0.248 0.318 -0.080 0.04


13
Properties=species:S:1:pos:R:3:forces:R:3:lowdin_charge:R:1 method="wB97M-V/def2-TZVPD" smiles="C#CCC(O)=C=C" homo_energy_ha=-0.3266 charge=0 energy_ha=-307.31458 e_above_lowest_ev=4.050 homo_lumo_gap_ev=9.627 lumo_ha=0.0271 fmax_ev_per_a=0.69
O -0.699 -0.105 1.617 -0.036 0.169 0.118 0.07
C 0.078 -0.032 0.512 0.121 0.012 -0.123 -0.38
C -0.599 -0.447 -0.761 -0.027 0.002 -0.028 -0.14
C -1.740 0.405 -1.075 -0.504 0.455 -0.092 -0.13
C 2.542 -0.257 0.540 0.105 0.008 -0.012 -0.01
C -2.639 1.185 -1.242 0.314 -0.319 0.029 0.12
C 1.354 0.296 0.535 0.071 -0.582 0.020 -0.05
H 0.147 -0.430 -1.563 -0.207 0.062 0.102 0.13
H -0.131 0.097 2.375 -0.201 -0.049 -0.031 0.12
H -0.910 -1.492 -0.625 -0.072 0.162 -0.035 0.14
H 3.499 0.243 0.516 -0.019 0.166 -0.055 0.04
H 2.531 -1.344 0.551 0.436 -0.018 0.146 0.06
H -3.432 1.881 -1.378 0.020 -0.068 -0.039 0.02


13
Properties=species:S:1:pos:R:3:forces:R:3:lowdin_charge:R:1 method="wB97M-V/def2-TZVPD" homo_energy_ha=-0.2963 charge=0 energy_ha=-307.26040 e_above_lowest_ev=5.525 homo_lumo_gap_ev=8.715 lumo_ha=0.0240 fmax_ev_per_a=3.25
O 0.431 -1.727 0.672 -1.756 0.206 -1.517 -0.05
C -0.046 -1.113 -0.458 0.433 -1.558 -1.431 -0.07
C -0.504 0.174 2.017 0.509 -0.590 0.237 -0.10
C -0.137 0.696 0.852 -1.109 -0.662 1.070 0.06
C -0.039 1.044 -1.719 3.086 1.003 0.067 -0.06
C 0.473 -0.893 1.805 0.353 1.640 -0.938 -0.10
C -0.065 0.245 -0.490 0.446 0.328 1.598 -0.31
H 1.515 -0.905 2.121 -0.291 -0.101 0.581 0.12
H 0.956 1.639 -1.921 -1.312 -1.870 0.242 0.13
H -0.679 1.836 -1.838 -2.197 1.854 0.654 0.04
H -0.319 -1.738 -1.412 0.736 0.775 2.374 0.17
H -1.242 0.350 2.840 0.827 0.103 -0.977 0.11
H -0.345 0.392 -2.469 0.274 -1.127 -1.960 0.05


13
Properties=species:S:1:pos:R:3:forces:R:3:lowdin_charge:R:1 method="wB97M-V/def2-TZVPD" smiles=C#CC[C@H](O)C#C homo_energy_ha=-0.3761 charge=0 energy_ha=-307.31764 e_above_lowest_ev=3.967 homo_lumo_gap_ev=11.175 lumo_ha=0.0346 fmax_ev_per_a=1.01
O -1.459 -0.355 0.954 0.072 0.163 0.376 -0.02
C -0.752 -0.530 -1.216 0.147 -0.183 -0.508 -0.08
C -0.683 -1.402 -2.038 0.225 0.958 -0.231 0.14
C 0.268 1.227 0.302 0.035 0.035 0.048 -0.15
C -0.971 0.413 -0.127 -0.056 0.067 -0.059 -0.42
C 1.280 0.331 0.857 0.375 -0.382 0.199 -0.14
C 2.029 -0.493 1.315 -0.239 0.349 -0.172 0.13
H -1.737 1.131 -0.447 -0.040 -0.230 0.290 0.15
H 2.716 -1.202 1.720 -0.083 0.101 -0.057 0.03
H -0.545 -1.859 -2.981 -0.026 -0.651 -0.071 0.02
H 0.685 1.826 -0.518 -0.155 -0.223 0.032 0.13
H -0.074 1.926 1.074 0.099 -0.112 -0.063 0.13
H -0.758 -1.013 1.106 -0.353 0.108 0.217 0.09


13
Properties=species:S:1:pos:R:3:forces:R:3:lowdin_charge:R:1 method="wB97M-V/def2-TZVPD" homo_energy_ha="-0.2956 / -0.2923" charge=0 energy_ha=-307.18694 e_above_lowest_ev=7.524 homo_lumo_gap_ev="7.478 / 7.538" lumo_ha="-0.0208 / -0.0152" fmax_ev_per_a=5.53
O -1.229 -0.922 -1.413 0.102 -0.186 -1.015 0.04
C -2.153 -0.412 -0.575 -1.397 -0.440 0.658 -0.04
C -2.173 0.760 0.060 -0.079 0.182 -0.688 -0.03
C -0.798 0.701 0.258 2.135 -3.528 -2.581 -0.21
C 0.017 1.204 1.382 0.252 0.212 -0.040 -0.07
C 1.195 -1.105 -0.943 -0.097 -0.025 -0.361 -0.02
C -0.131 -0.480 -0.849 -1.142 3.791 3.860 -0.18
H 1.111 -2.191 -0.915 0.015 -0.055 -0.009 0.10
H -0.364 0.848 2.339 -0.023 0.008 -0.041 0.09
H 1.052 0.891 1.275 0.125 0.048 0.084 0.06
H 1.677 -0.818 -1.881 0.090 -0.110 -0.028 0.09
H 1.821 -0.770 -0.120 0.005 0.011 0.036 0.08
H -0.025 2.293 1.381 0.015 0.091 0.125 0.09


13
Properties=species:S:1:pos:R:3:forces:R:3:lowdin_charge:R:1 method="wB97M-V/def2-TZVPD" smiles="C#CC1=CCOC1" homo_energy_ha=-0.3303 charge=0 energy_ha=-307.36544 e_above_lowest_ev=2.666 homo_lumo_gap_ev=9.958 lumo_ha=0.0357 fmax_ev_per_a=0.42
O -1.883 -0.200 0.083 -0.095 -0.018 0.003 -0.11
C 0.433 -0.075 0.002 -0.065 0.070 -0.053 -0.25
C 1.769 -0.430 0.344 0.370 -0.194 0.065 -0.09
C -0.724 -0.907 0.493 0.144 -0.109 0.106 -0.15
C 2.848 -0.813 0.716 -0.179 0.163 -0.220 0.13
C -0.025 0.977 -0.672 0.046 -0.144 0.108 0.01
C -1.527 0.965 -0.653 0.070 0.233 -0.133 -0.19
H -1.968 0.939 -1.662 0.087 -0.118 0.170 0.12
H -0.672 -1.012 1.586 -0.221 0.053 -0.129 0.13
H 3.830 -1.123 0.996 -0.175 0.040 -0.002 0.03
H -1.932 1.856 -0.151 0.066 -0.110 -0.041 0.12
H 0.579 1.743 -1.145 -0.110 -0.055 0.094 0.12
H -0.728 -1.920 0.062 0.062 0.189 0.033 0.13